[1]
# C6H9N

An isolated molecule of C6H9N (ωB97M-V with the def2-TZVPD basis set, the OMol25 dataset).

The geometry in XYZ format:
```
16
Properties=species:S:1:pos:R:3:forces:R:3:mulliken_charge:R:1
C -1.1771 1.0902 0.2672 0.0 -0.1 0.1 -0.992
C -0.5880 -0.0893 0.4437 -0.1 0.2 0.0 0.850
C -1.3861 -1.3653 0.4313 -0.1 -0.1 0.1 -1.359
C 0.9167 -0.1799 0.6118 0.0 0.0 0.0 -0.622
C 1.6160 0.7247 -0.4121 0.1 0.1 0.0 -0.611
C 1.0700 0.4045 -1.7347 -0.3 -0.3 -1.1 0.354
N 0.6114 0.0463 -2.7347 0.5 0.4 0.9 -0.434
H -2.2521 1.1790 0.2388 -0.1 -0.1 -0.3 0.322
H -0.6358 2.0193 0.1416 0.1 0.0 0.2 0.234
H -0.8168 -2.1901 -0.0123 0.0 0.2 0.1 0.337
H -2.2917 -1.2386 -0.1692 0.1 0.0 0.2 0.376
H -1.6792 -1.6747 1.4407 0.1 0.0 -0.1 0.303
H 1.2746 -1.2039 0.4727 -0.2 0.1 0.0 0.294
H 1.1929 0.1133 1.6313 0.0 0.0 -0.2 0.309
H 2.6992 0.5869 -0.4417 -0.1 -0.1 0.1 0.378
H 1.4461 1.7777 -0.1745 0.0 -0.1 -0.2 0.261
```
Forces are in eV/Å.

Properties
Max |F| (Eh/bohr): 0.0223
Net charge: 0
Structure (SMILES): C=C(C)CCC#N
Lowest unoccupied orbital energy (eV): 0.8
Highest occupied orbital energy (eV): -9.54
DFT total energy (hartree): -288.74228
ΔE to the lowest compared entry with this formula, charge and spin (eV): 1.082
Frontier orbital gap (Eh): 0.3816

=====

[2]
# C6H9N

An isolated molecule of C6H9N (ωB97M-V with the def2-TZVPD basis set, the OMol25 dataset).

The geometry in XYZ format:
```
16
Properties=species:S:1:pos:R:3:forces:R:3:mulliken_charge:R:1
C -1.1442 -1.5633 0.6750 -2.5 0.4 1.9 -0.854
C -0.3108 -0.6048 -0.0988 -1.0 -0.2 -0.7 0.562
C -0.3457 -0.6540 -1.4491 0.2 -0.7 -1.0 -0.799
N 0.4021 0.3489 -1.9974 -0.1 -0.5 0.0 -0.086
C 0.8586 1.0837 -0.9187 3.2 2.4 -3.1 -0.726
C 0.3986 0.5980 0.2398 0.0 -0.6 1.5 0.470
C 0.6826 1.1854 1.6312 -1.8 2.2 -3.6 -1.103
H -0.5465 -2.3714 1.2545 -1.2 1.4 -0.9 0.208
H -2.0285 -2.0407 0.0250 2.3 0.8 1.3 0.280
H -1.7437 -0.8281 1.4143 1.2 -2.1 -1.0 0.223
H -0.8924 -1.3241 -2.0896 0.0 -0.2 0.0 0.371
H 0.8503 0.1935 -2.9103 -0.3 0.7 0.9 0.277
H 1.6851 1.8535 -1.2236 -1.9 -1.2 1.3 0.253
H 1.1693 2.1681 1.3520 0.1 -1.2 1.0 0.271
H 1.2816 0.4551 2.0756 0.7 -0.5 1.8 0.347
H -0.3165 1.5003 2.0203 1.0 -0.8 0.6 0.307
```
Forces are in eV/Å.

Properties
Max |F| (Eh/bohr): 0.0980
Net charge: 0
Structure (SMILES): Cc1c[nH]cc1C
Lowest unoccupied orbital energy (eV): 1.1
Highest occupied orbital energy (eV): -8.08
DFT total energy (hartree): -288.72569
ΔE to the lowest compared entry with this formula, charge and spin (eV): 1.533
Frontier orbital gap (Eh): 0.3364

=====

[3]
# C6H9N

An isolated molecule of C6H9N (ωB97M-V with the def2-TZVPD basis set, the OMol25 dataset).

The geometry in XYZ format:
```
16
Properties=species:S:1:pos:R:3:forces:R:3:mulliken_charge:R:1
C 0.4905 -2.3941 0.9550 0.0 0.0 0.0 -1.049
C 0.0756 -1.1187 0.2975 -0.1 -0.2 -0.1 0.579
C -0.7618 -0.9534 -0.7495 0.3 0.0 -0.1 -0.738
C -0.6171 0.4623 -1.1562 0.3 0.1 -0.1 -0.360
C 0.1219 1.0269 -0.0006 -0.1 0.2 0.4 0.501
C 0.2023 2.4930 0.2288 0.1 0.1 0.1 -1.039
N 0.6522 0.1023 0.7313 -0.4 0.3 0.0 -0.638
H 0.8716 -2.2017 1.9631 -0.1 -0.1 -0.2 0.307
H -0.3457 -3.1016 0.9925 0.2 0.1 0.0 0.316
H 1.2938 -2.8530 0.3633 -0.1 0.0 0.2 0.233
H -1.4512 -1.6786 -1.1681 0.4 0.0 -0.2 0.382
H -1.4295 0.9807 -1.6647 0.1 0.1 0.3 0.439
H 0.3526 0.6574 -1.7242 -0.9 -0.6 -0.6 0.173
H 1.1467 2.7838 0.6873 -0.1 0.1 0.0 0.328
H 0.0164 3.0829 -0.6788 0.1 -0.3 0.2 0.315
H -0.6183 2.7118 0.9232 0.2 0.2 0.0 0.251
```
Forces are in eV/Å.

Properties
Max |F| (Eh/bohr): 0.0246
Net charge: 0
Structure (SMILES): CC1=CCC(C)=N1
Lowest unoccupied orbital energy (eV): 1.0
Highest occupied orbital energy (eV): -8.47
DFT total energy (hartree): -288.73905
ΔE to the lowest compared entry with this formula, charge and spin (eV): 1.170
Frontier orbital gap (Eh): 0.3476

=====

> Among the records above, which one has the lowest max |F|?

number 1

=====

> Which of these has the highest DFT total energy?

number 2

=====

> highest occupied orbital energy of number 2 (C6H9N)?

-8.08 eV